A structure of composition C33H28Br2CrF3N5O3 in a non-equilibrium geometry, computed with the ωB97M-V functional and the def2-TZVPD basis.

Summary:
**HOMO-LUMO gap (alpha / beta)**: 6.7 / 6.6 eV
**HOMO level (alpha / beta)**: -0.381 / -0.380 Eh

The geometry in ORCA input format:
```
! wB97M-V def2-TZVPD RIJCOSX def2/J DEFGRID3
* xyz 1 4
Cr 1.6513 -1.3982 0.2142
Br 0.5804 -2.3645 6.9315
C 1.0369 -2.1508 5.1087
C 2.0809 -1.3092 4.7335
C 2.3304 -1.1573 3.3830
N 1.6498 -1.7896 2.4314
C 0.6855 -2.6553 2.7946
C 0.3315 -2.8334 4.1323
C 0.0549 -3.3928 1.7052
C -0.6837 -4.5529 1.9363
C -1.2433 -5.2262 0.8652
Br -2.2376 -6.8104 1.1375
C -1.0582 -4.7128 -0.4221
C -0.3093 -3.5702 -0.5655
N 0.2632 -2.9073 0.4525
H 2.6760 -0.7915 5.4672
H 3.1251 -0.5032 3.0603
H -0.4852 -3.4735 4.4174
H -0.8040 -4.9450 2.9324
H -1.4918 -5.1997 -1.2792
H -0.1581 -3.1399 -1.5450
C -1.4668 5.6355 1.1592
O -1.1139 4.4483 0.4795
C -1.8083 4.1091 -0.6458
C -2.8293 4.8537 -1.2153
C -3.4798 4.3880 -2.3462
C -3.1241 3.1793 -2.9125
C -2.1067 2.4204 -2.3549
C -1.4417 2.8774 -1.2281
N -0.4892 2.1468 -0.5069
C 0.1603 0.9898 -0.7865
N 0.4509 0.7209 -2.0637
C 1.1097 -0.3917 -2.5974
C 1.5963 -1.4244 -1.7991
C 2.1774 -2.5040 -2.4697
C 2.2959 -2.5375 -3.8450
C 1.8496 -1.4740 -4.6184
C 1.2450 -0.3910 -4.0029
O 0.7490 0.7067 -4.6463
C 0.9644 0.8211 -6.0397
N 0.5097 0.1749 0.2059
C 0.1370 0.6252 1.5075
C 1.1246 1.2887 2.2408
C 0.8787 1.7948 3.5008
C -0.3867 1.6566 4.0509
C -1.3794 1.0308 3.3300
C -1.1556 0.5204 2.0468
O -2.2832 0.0465 1.4541
C -2.2689 -0.8552 0.3723
H -1.3368 6.5144 0.5237
H -0.7872 5.7011 2.0068
H -2.4963 5.5936 1.5236
H -3.1360 5.7866 -0.7727
H -4.2784 4.9728 -2.7731
H -3.6494 2.8084 -3.7753
H -1.8738 1.4588 -2.7820
H -0.4057 2.4841 0.4464
H 0.2439 1.4395 -2.7502
H 2.5519 -3.3465 -1.8987
H 2.7477 -3.3871 -4.3322
H 1.9758 -1.5046 -5.6870
H 0.5508 1.7881 -6.3206
H 0.4459 0.0314 -6.5910
H 2.0310 0.7999 -6.2809
H 2.0921 1.4189 1.7720
H 1.6580 2.3160 4.0338
H -0.6064 2.0548 5.0267
H -2.3787 0.9372 3.7167
H -3.3175 -1.0782 0.1769
H -1.7524 -1.7765 0.6447
H -1.8266 -0.4419 -0.5360
F 4.2604 -0.4566 1.1088
C 3.5420 -0.9555 0.0857
F 4.2674 -0.7604 -1.0183
F 3.5658 -2.3701 0.2946
*
```

***

A structure of composition C33H28Br9N5O10 in a non-equilibrium geometry, computed with the ωB97M-V functional and the def2-TZVPD basis.

Summary:
**HOMO-LUMO gap**: 8.7 eV
**HOMO level**: -0.358 Eh

The geometry in ORCA input format:
```
! wB97M-V def2-TZVPD RIJCOSX def2/J DEFGRID3
* xyz 0 1
C -8.8114 -6.0106 -24.3825
Br -10.1854 -7.2792 -24.8532
Br -8.8744 -5.5157 -22.5440
Br -8.8679 -4.4976 -25.5931
H -7.8589 -6.4749 -24.5894
C -5.8461 -8.9216 -17.9445
Br -7.3015 -7.6789 -18.1357
Br -4.9752 -9.1813 -19.6468
Br -6.4917 -10.5972 -17.2434
H -5.1089 -8.5256 -17.2639
C -3.3852 -8.4296 -24.4697
Br -3.1885 -9.3531 -26.1442
Br -2.0628 -9.0204 -23.2036
Br -5.2176 -8.5402 -23.8555
H -3.1931 -7.3824 -24.6556
C -7.9592 -2.4137 -14.8754
C -8.1630 -3.6035 -15.5530
C -7.1597 -4.1750 -16.3256
C -5.9632 -3.5037 -16.4427
C -5.7517 -2.2868 -15.8356
C -6.7600 -1.7339 -15.0583
N -4.8453 -4.1346 -17.1433
O -5.1042 -5.0618 -17.8940
O -3.7319 -3.7037 -16.9401
H -8.7274 -2.0117 -14.2290
H -9.0961 -4.1437 -15.4510
H -7.3388 -5.1345 -16.7899
H -4.8436 -1.7084 -15.9182
H -6.5843 -0.7580 -14.6267
C -0.1598 -3.5735 -23.7580
C 0.6067 -4.6210 -23.2486
C 0.7292 -5.8114 -23.9425
C 0.0672 -5.9390 -25.1462
C -0.6963 -4.9251 -25.6822
C -0.8072 -3.7355 -24.9727
N 0.0253 -7.2544 -25.7862
O 0.4053 -8.2081 -25.1225
O -0.5044 -7.3285 -26.8678
H -0.3640 -2.6979 -23.1566
H 1.1422 -4.4673 -22.3203
H 1.3268 -6.6155 -23.5391
H -1.2308 -5.0497 -26.6130
H -1.4529 -2.9522 -25.3496
C -2.2444 -6.0291 -29.2162
C -2.1131 -5.3011 -30.3865
C -2.9745 -4.2351 -30.6187
C -3.8330 -3.8366 -29.6108
C -4.0029 -4.5484 -28.4537
C -3.1609 -5.6334 -28.2475
N -4.6553 -2.6410 -29.8241
O -5.3706 -2.2879 -28.9126
O -4.5627 -2.0702 -30.8961
H -1.5725 -6.8498 -28.9979
H -1.4168 -5.5584 -31.1735
H -2.9929 -3.6732 -31.5411
H -4.6447 -4.2295 -27.6461
H -3.2017 -6.2016 -27.3270
C -3.7526 -6.0930 -20.4738
C -5.0054 -5.6057 -20.8435
C -5.1750 -5.0042 -22.0828
C -4.1296 -5.0212 -22.9797
C -2.8978 -5.5528 -22.6557
C -2.7236 -6.0936 -21.3967
N -4.3755 -4.6468 -24.3721
O -3.4275 -4.7199 -25.1393
O -5.4946 -4.3096 -24.6922
H -3.6432 -6.5122 -19.4842
H -5.8271 -5.6723 -20.1446
H -6.1779 -4.7142 -22.3587
H -2.1162 -5.6543 -23.3971
H -1.8027 -6.5897 -21.1150
C -1.1543 -1.5402 -20.0911
C 0.2090 -1.8134 -20.2307
C 0.6671 -3.0830 -19.9309
C -0.2144 -4.0514 -19.5122
C -1.5503 -3.7851 -19.2974
C -2.0035 -2.4982 -19.5827
N 0.2768 -5.4149 -19.3182
O -0.4237 -6.1819 -18.6779
O 1.3407 -5.7050 -19.8212
H -1.5392 -0.5546 -20.3213
H 0.8711 -1.0245 -20.5578
H 1.7244 -3.2985 -20.0239
H -2.2368 -4.5389 -18.9546
H -3.0168 -2.2360 -19.3034
*
```

***

A structure of composition C33H28BrCaF5N6OSe, computed with the ωB97M-V functional and the def2-TZVPD basis.

Summary:
**HOMO-LUMO gap**: 5.0 eV
**HOMO level**: -0.225 Eh

The geometry in ORCA input format:
```
! wB97M-V def2-TZVPD RIJCOSX def2/J DEFGRID3
* xyz 0 1
Ca -0.6042 0.2558 0.0749
C -0.5789 0.9136 3.2886
C -1.6141 1.8968 2.7549
N -1.3366 2.4094 1.3997
C -0.5194 3.6843 1.2983
C 0.9636 3.5353 1.1423
C 1.8256 3.3940 2.2687
C 3.0030 2.7185 2.3749
C 3.5833 2.0020 1.1987
C 2.5525 0.9622 0.5058
C 2.8423 -0.5339 0.3616
N 1.5844 -1.3147 0.3288
C 1.2182 -1.9732 1.5955
C 0.7808 -1.0282 2.7151
N -0.5028 -0.3290 2.4969
N 1.2394 1.1177 0.9940
H -0.8120 0.7032 4.3402
H 0.4025 1.3846 3.2457
H -1.7020 2.7216 3.4746
H -2.5898 1.3992 2.7244
H -2.2292 2.6418 0.9790
H -0.7032 4.3137 2.1771
H -0.9509 4.2026 0.4369
H 1.4957 3.9631 3.1360
H 3.5555 2.7491 3.3038
H 4.5804 1.5979 1.3866
H 3.4681 -0.8508 1.2052
H 3.4153 -0.7295 -0.5477
H 1.6268 -2.0222 -0.3927
H 2.0657 -2.5510 1.9916
H 0.4171 -2.6778 1.3657
H 1.5450 -0.2595 2.8500
H 0.7527 -1.6131 3.6425
H -1.2588 -0.9548 2.7562
Br 5.9773 2.5784 -3.4871
C 4.5187 2.5371 -2.2779
C 4.6576 2.9087 -1.0030
C 3.4972 2.8946 -0.0869
C 2.3474 2.0436 -0.5836
O 1.0870 2.4196 0.1864
C 2.1543 1.8934 -2.0473
C 0.9812 1.3876 -2.7491
N -0.0417 0.8251 -2.2328
C -1.0193 0.2803 -3.1062
C -0.7097 -0.3013 -4.3080
C -1.7126 -0.8570 -5.1266
C -3.0173 -0.8403 -4.7331
C -3.3711 -0.2870 -3.4814
C -4.6981 -0.2806 -2.9982
C -4.9643 0.2268 -1.7621
C -3.8919 0.7105 -0.9916
N -2.6497 0.7378 -1.4045
C -2.3718 0.2605 -2.6503
C 3.2397 2.1283 -2.8213
H 5.6055 3.2731 -0.6261
H 3.1847 3.9203 0.1525
H 1.0402 1.5090 -3.8347
H 0.3231 -0.3730 -4.6227
H -1.4317 -1.3128 -6.0663
H -3.7918 -1.2735 -5.3532
H -5.4867 -0.6950 -3.6143
H -5.9653 0.2377 -1.3553
H -4.0771 1.0700 0.0162
H 3.1739 1.9747 -3.8918
F -1.5432 -7.4075 2.7168
C -1.6079 -6.3010 1.9719
C -1.2684 -6.3355 0.6312
F -0.8735 -7.4888 0.0827
C -1.3331 -5.1827 -0.1304
F -0.9817 -5.2849 -1.4163
C -1.7381 -3.9551 0.3917
Se -1.8419 -2.4123 -0.7059
C -2.0724 -3.9676 1.7408
F -2.4858 -2.8381 2.3523
C -2.0121 -5.1031 2.5284
F -2.3452 -5.0487 3.8234
*
```